# 1
Entry from the Open Molecules 2025 dataset: a molecular structure, C12H10Cl2N2O3Zr (wB97M-V/def2-TZVPD).

```
! wB97M-V def2-TZVPD RIJCOSX def2/J DEFGRID3
* xyz 2 1
Zr -0.06 0.39 0.60
N 2.17 0.13 0.00
C 2.99 -0.57 1.08
C 2.93 0.12 2.44
C 1.66 -0.06 3.22
O 1.49 -0.18 4.37
O 0.51 0.08 2.36
H 2.37 -0.36 -0.87
H 2.56 1.06 -0.14
H 4.02 -0.59 0.75
H 2.63 -1.59 1.15
H 3.16 1.19 2.35
H 3.73 -0.30 3.06
Cl -0.98 5.20 0.12
C -2.13 3.96 -0.02
C -3.49 4.27 -0.27
C -4.43 3.29 -0.36
Cl -6.06 3.70 -0.67
C -4.07 1.92 -0.22
C -4.97 0.84 -0.28
C -4.52 -0.45 -0.10
C -3.17 -0.67 0.14
N -2.27 0.32 0.19
C -2.72 1.62 0.02
C -1.77 2.65 0.11
O -0.48 2.22 0.38
H -3.77 5.31 -0.37
H -6.02 1.03 -0.46
H -5.19 -1.29 -0.14
H -2.80 -1.68 0.29
*
```

## Properties
E in hartree: -1765.4867
Orbital gap in Ha: 0.239
Energy relative to the best compared isomer or geometry (same formula, charge and spin) in kJ/mol: 51.4

=====

# 2
Entry from the Open Molecules 2025 dataset: a molecular structure, C12H10Cl2N2O6PtSe4 (wB97M-V/def2-TZVPD).

```
! wB97M-V def2-TZVPD RIJCOSX def2/J DEFGRID3
* xyz 0 5
Pt 1.08 0.53 0.87
Cl -1.73 1.84 2.40
C -3.31 1.44 1.72
Cl -3.26 -0.01 0.71
H -3.65 2.27 1.10
H -3.98 1.25 2.55
Se 2.17 -0.40 2.78
Se 4.22 -0.32 1.94
Se 3.69 3.06 0.23
Se 1.75 2.85 1.23
O 1.53 1.90 -1.90
C 0.36 1.77 -1.63
O -0.13 1.18 -0.57
C -0.73 2.33 -2.51
C -0.39 2.86 -3.75
C -1.36 3.44 -4.56
C -2.68 3.52 -4.13
C -2.98 2.99 -2.88
C -2.04 2.39 -2.07
N -4.37 3.11 -2.38
O -4.58 2.80 -1.23
O -5.21 3.51 -3.15
H 0.64 2.80 -4.07
H -1.09 3.84 -5.53
H -3.45 3.98 -4.72
H -2.32 1.97 -1.12
O 0.40 -1.42 -1.73
C -0.03 -1.81 -0.68
C -0.91 -3.04 -0.49
C -1.23 -3.06 1.00
C -0.39 -1.94 1.57
O -0.27 -1.69 2.76
N 0.23 -1.26 0.57
H -0.33 -3.91 -0.81
H -1.78 -2.97 -1.15
H -1.01 -3.99 1.51
H -2.27 -2.81 1.21
*
```

## Properties
E in hartree: -11669.6021
Orbital gap (alpha / beta) in Ha: 0.317 / 0.220
<S²>: 6.02
Energy relative to the best compared isomer or geometry (same formula, charge and spin) in kJ/mol: 0.0

=====

# 3
Entry from the Open Molecules 2025 dataset: a molecular structure, C12H10CoN3OS3Sb (wB97M-V/def2-TZVPD).

```
! wB97M-V def2-TZVPD RIJCOSX def2/J DEFGRID3
* xyz 0 6
Co -0.56 -0.71 -0.62
O 1.44 -0.18 2.86
C 1.01 -0.52 1.77
N -0.22 -0.35 1.27
C -1.03 0.68 1.87
C -1.41 1.69 0.80
C -2.10 2.85 1.12
C -2.41 3.75 0.12
C -2.04 3.46 -1.19
C -1.38 2.27 -1.43
N -1.06 1.41 -0.46
C 1.95 -1.16 0.76
C 3.17 -1.68 1.14
C 4.01 -2.18 0.17
C 3.61 -2.14 -1.15
C 2.37 -1.61 -1.46
N 1.55 -1.13 -0.52
H -0.48 1.19 2.67
H -1.94 0.29 2.33
H -2.37 3.05 2.15
H -2.94 4.67 0.34
H -2.26 4.13 -2.01
H -1.09 1.99 -2.43
H 3.42 -1.66 2.20
H 4.98 -2.60 0.44
H 4.24 -2.52 -1.95
H 2.01 -1.58 -2.48
S -4.03 -4.32 -2.46
Sb -2.83 -3.25 -0.68
S -2.90 -0.97 -1.41
S -0.73 -2.87 -1.78
*
```

## Properties
E in hartree: -3520.4154
Orbital gap (alpha / beta) in Ha: 0.309 / 0.229
<S²>: 8.77
Energy relative to the best compared isomer or geometry (same formula, charge and spin) in kJ/mol: 0.0